Below is a single C5H14N2 molecule in a non-equilibrium geometry, with properties calculated with the ωB97M-V functional and the def2-TZVPD basis.

The geometry in ORCA input format:
```
! wB97M-V def2-TZVPD RIJCOSX def2/J DEFGRID3
* xyz 0 1
C -2.1138 -0.4714 -1.8371
C -1.0291 0.2529 -0.9659
C -0.0343 -0.6675 -0.3276
N 0.6235 -1.6565 -1.1995
C 1.0213 0.0972 0.4510
N 0.3360 0.6817 1.6549
C 1.1473 1.7528 2.2712
H -2.2336 -1.4965 -1.4896
H -3.0264 0.0736 -1.6033
H -1.8878 -0.4410 -2.8974
H -0.5501 0.9322 -1.6826
H -1.5261 0.8796 -0.2336
H -0.5773 -1.2663 0.4016
H 1.5551 -1.3875 -1.4405
H 0.1455 -1.6877 -2.0956
H 1.8450 -0.5433 0.7847
H 1.4496 0.9158 -0.1108
H 0.3356 -0.1393 2.2503
H 2.0755 1.8224 1.7156
H 0.6255 2.6989 2.1452
H 1.4282 1.5757 3.3071
*
```

Output
energy above the lowest of the compared OMol25 structures with the same formula, charge and spin	105.1	kJ/mol
HOMO	-9.03	eV
electronic energy	-8391.530	eV
lowest unoccupied orbital energy	1.1699	eV

Here are the Mulliken charges for atoms 1 to 5, given in e: -1.240 -0.570 0.456 -0.629 -1.157